Below is C44H66N2O5PSSeSiTa as an isolated structure, with properties calculated with ωB97M-V with the def2-TZVPD basis set.

The geometry in XYZ format:
```
122
Properties=species:S:1:pos:R:3:forces:R:3:lowdin_charge:R:1
Ta -0.6210 0.8330 0.9737 0.001 -0.092 0.243 1.497
C -0.6856 -6.1475 -2.7290 0.016 -0.016 0.003 -0.034
C 0.2712 -4.9993 -3.0801 0.006 -0.010 -0.025 -0.555
C 1.7167 -5.5175 -3.0967 -0.012 -0.016 0.006 -0.033
C -0.0785 -4.4912 -4.4787 0.007 0.019 0.002 -0.059
C 0.1520 -3.9021 -2.0252 0.006 0.001 -0.044 -0.141
C -0.2370 -2.6069 -2.3329 -0.037 0.065 -0.012 -0.031
C -0.2885 -1.6550 -1.3241 0.142 -0.199 0.183 -0.386
Se -0.8900 0.1308 -1.6638 -0.082 -0.097 -0.071 1.242
C 0.7182 1.0472 -2.1214 0.227 0.147 0.023 -0.378
C 1.2763 0.8961 -3.3754 -0.058 -0.024 0.000 -0.025
C 2.4384 1.5902 -3.6893 0.036 0.004 -0.001 -0.139
C 2.9458 2.4537 -2.7246 -0.040 -0.015 0.043 0.040
C 2.3896 2.6725 -1.4595 -0.144 -0.099 -0.173 -0.067
C 1.2604 1.9024 -1.1619 0.185 0.093 -0.024 -0.295
O 0.6747 1.8981 0.0825 -0.159 0.002 -0.074 -0.366
C 3.0640 3.7239 -0.5697 0.017 0.046 0.073 -0.522
C 2.2760 4.0993 0.6893 -0.005 -0.019 -0.054 -0.042
C 4.4479 3.2097 -0.1515 -0.008 -0.025 0.010 -0.019
C 3.2315 5.0187 -1.3837 0.004 0.034 0.019 -0.033
C 3.1456 1.4488 -5.0346 -0.010 -0.005 -0.040 -0.554
C 3.1577 2.8115 -5.7415 0.015 -0.006 -0.003 -0.032
C 2.4482 0.4362 -5.9444 -0.008 0.011 0.031 -0.059
C 4.5863 0.9770 -4.7968 0.017 -0.001 -0.014 -0.034
C 0.0191 -1.9775 -0.0051 -0.018 -0.146 -0.172 -0.301
O -0.0212 -0.9735 0.9176 0.008 0.443 0.019 -0.296
C 0.3623 -3.2870 0.3581 -0.133 0.081 -0.161 -0.068
C 0.4300 -4.2003 -0.6885 -0.003 0.006 0.001 0.055
C 0.5770 -3.6991 1.8136 0.009 -0.025 0.082 -0.524
C 0.9146 -5.1872 1.9338 -0.006 0.010 -0.010 -0.052
C 1.7334 -2.9058 2.4363 0.000 0.012 0.041 -0.026
C -0.7199 -3.4512 2.6055 0.030 -0.003 -0.019 -0.026
H -0.6088 -6.9343 -3.4800 -0.002 -0.006 -0.006 0.094
H -1.7206 -5.8022 -2.7049 -0.009 0.008 -0.001 0.093
H -0.4521 -6.5939 -1.7619 0.002 0.004 0.011 0.081
H 1.8239 -6.2916 -3.8571 0.001 -0.007 -0.004 0.094
H 2.0027 -5.9541 -2.1393 0.004 -0.002 0.010 0.082
H 2.4188 -4.7145 -3.3272 0.001 0.011 -0.008 0.093
H 0.0188 -5.3070 -5.1944 0.003 -0.008 0.003 0.095
H 0.5942 -3.6938 -4.8020 0.004 0.011 0.004 0.086
H -1.1069 -4.1289 -4.5364 -0.012 0.000 0.000 0.090
H -0.4946 -2.3324 -3.3463 -0.008 0.025 0.000 0.104
H 0.8161 0.2333 -4.0948 -0.022 -0.012 0.015 0.105
H 3.8402 3.0080 -2.9741 -0.011 -0.010 -0.001 0.109
H 2.2002 3.2793 1.4008 0.000 0.003 0.013 0.061
H 1.2708 4.4363 0.4327 -0.014 0.003 0.018 0.071
H 2.7890 4.9233 1.1869 -0.002 0.000 -0.007 0.099
H 4.3637 2.3015 0.4495 0.004 -0.005 -0.002 0.070
H 4.9630 3.9631 0.4461 0.001 0.012 0.005 0.099
H 5.0708 2.9828 -1.0167 0.009 -0.003 -0.002 0.089
H 2.2666 5.3800 -1.7440 -0.005 0.004 -0.006 0.097
H 3.8891 4.8954 -2.2423 -0.006 0.011 0.002 0.081
H 3.6687 5.7915 -0.7505 0.004 0.002 0.002 0.095
H 2.1425 3.1703 -5.9185 -0.012 0.002 0.000 0.093
H 3.6591 2.7247 -6.7059 0.006 0.000 -0.007 0.095
H 3.6888 3.5658 -5.1599 0.005 0.012 0.009 0.081
H 1.4277 0.7403 -6.1859 -0.011 0.002 0.002 0.090
H 2.4232 -0.5603 -5.4980 0.000 -0.011 0.007 0.087
H 2.9934 0.3588 -6.8845 0.012 0.007 -0.002 0.095
H 5.1577 1.6924 -4.2047 0.004 0.006 0.012 0.081
H 5.0991 0.8589 -5.7518 0.005 0.002 -0.007 0.094
H 4.6046 0.0153 -4.2811 -0.005 -0.009 0.005 0.094
H 0.7079 -5.2171 -0.4553 -0.003 -0.007 0.013 0.103
H 1.8488 -5.4341 1.4274 0.003 -0.009 -0.010 0.096
H 0.1212 -5.8208 1.5347 -0.003 -0.005 0.007 0.093
H 1.0356 -5.4403 2.9870 0.009 0.008 0.011 0.095
H 2.6616 -3.0725 1.8869 0.001 -0.002 -0.015 0.101
H 1.8884 -3.2344 3.4655 0.009 -0.009 0.002 0.096
H 1.5247 -1.8383 2.4516 0.015 0.032 0.009 0.050
H -1.5485 -4.0172 2.1752 -0.002 0.001 -0.011 0.096
H -0.9935 -2.3954 2.6252 -0.008 0.029 -0.003 0.063
H -0.5874 -3.7844 3.6361 0.000 0.010 0.010 0.093
C -3.0139 -0.1665 5.8609 -0.183 0.019 -0.057 -0.175
Si -4.5458 -0.0389 4.7752 0.016 0.002 0.130 0.538
C -5.2322 1.7058 4.7356 0.063 -0.169 -0.021 -0.167
C -5.8488 -1.2789 5.2899 0.127 0.116 -0.054 -0.172
C -4.0232 -0.5027 2.9875 -0.030 0.019 0.036 -0.218
C -4.6545 -1.5124 2.2709 -0.069 -0.028 0.032 -0.026
C -4.2640 -1.8548 0.9768 0.045 0.016 -0.084 -0.011
C -3.2166 -1.1810 0.4006 -0.016 0.031 0.048 -0.099
N -2.5910 -0.1859 1.0611 -0.203 -0.260 -0.239 -0.158
C -2.9879 0.1306 2.3001 -0.064 0.254 0.189 -0.697
S -2.0185 1.4602 2.9348 0.179 0.052 -0.035 0.710
H -3.3126 -0.2760 6.9053 -0.027 0.010 0.009 0.042
H -2.3904 0.7255 5.7935 -0.003 0.005 -0.013 0.006
H -2.4040 -1.0354 5.6062 -0.014 -0.023 -0.030 0.035
H -5.5661 2.0003 5.7320 0.006 -0.006 0.029 0.044
H -6.0932 1.7819 4.0688 -0.013 -0.031 -0.006 0.039
H -4.4860 2.4327 4.4114 0.025 0.008 -0.002 0.011
H -6.1548 -1.0745 6.3175 0.009 0.026 0.016 0.045
H -5.4789 -2.3055 5.2655 0.023 -0.009 -0.012 0.043
H -6.7481 -1.2208 4.6741 0.001 0.010 -0.025 0.041
H -5.4782 -2.0525 2.7221 0.009 -0.004 0.025 0.112
H -4.7685 -2.6382 0.4305 0.008 -0.003 -0.021 0.125
H -2.8639 -1.4216 -0.5916 0.002 -0.007 -0.012 0.096
C -2.1602 4.1068 -2.3825 0.007 0.021 0.009 -0.025
O -1.5785 3.1455 -1.4616 -0.044 -0.015 0.054 -0.336
P -2.2415 2.7339 -0.0916 0.140 -0.022 0.164 0.610
O -2.4740 4.0388 0.7880 -0.073 -0.129 -0.216 -0.299
C -1.4292 4.7069 1.5113 0.073 -0.018 -0.012 -0.082
O -3.7236 2.3798 -0.5022 0.082 -0.106 0.076 -0.271
C -4.8485 2.3759 0.4062 -0.046 0.019 -0.021 -0.038
H -2.1008 5.1043 -1.9528 -0.011 0.000 0.001 0.096
H -3.1932 3.8421 -2.5928 0.002 -0.006 -0.002 0.094
H -1.5624 4.0501 -3.2862 0.000 0.012 0.006 0.099
H -1.9010 5.2194 2.3441 0.014 -0.007 -0.002 0.104
H -0.9376 5.4268 0.8591 -0.001 -0.009 0.015 0.096
H -0.6910 3.9944 1.8884 -0.004 0.025 0.013 0.055
H -4.8339 3.2708 1.0236 -0.004 -0.013 0.006 0.095
H -4.8237 1.4808 1.0262 -0.007 0.015 -0.013 0.070
H -5.7357 2.3656 -0.2187 0.001 0.005 0.008 0.105
C 3.3400 0.6752 4.1910 -0.103 0.028 -0.055 -0.007
C 3.4550 0.6213 2.8091 0.039 -0.036 0.055 -0.023
C 2.3241 0.7328 2.0325 -0.025 -0.017 -0.141 -0.142
N 1.0850 0.8985 2.5437 0.269 -0.033 0.156 -0.075
C 0.9879 0.9293 3.8843 -0.170 0.008 0.000 -0.129
C 2.0747 0.8300 4.7306 0.067 -0.006 -0.028 -0.016
H 4.2100 0.5975 4.8284 0.017 -0.015 -0.008 0.128
H 4.4120 0.4879 2.3254 0.012 0.004 0.010 0.123
H 2.4135 0.6896 0.9551 -0.057 -0.014 0.057 0.116
H -0.0042 1.0304 4.2945 -0.036 0.004 0.001 0.042
H 1.9141 0.8729 5.7979 0.002 -0.001 0.007 0.124
```
Positions in Å, forces in eV/Å.

As for the frontier orbital gap: 7.35 eV. As for the energy above the lowest of the compared OMol25 structures with the same formula, charge and spin: 0.000 eV. As for the total energy: -154811.64699 eV. Its charge is +2. Its HOMO energy is -0.4865 hartree.